[1]
This record from OMol25 describes a cluster of 10 separate species, C40H56N11 in total. The level of theory is ωB97M-V with the def2-TZVPD basis set.

Structure (XYZ):
```
107
Properties=species:S:1:pos:R:3:lowdin_charge:R:1
C -1.19 -1.59 -0.56 -0.123
C -0.90 -2.14 -1.95 -0.280
C 0.18 -1.38 -2.73 -0.238
C -0.22 0.01 -3.24 -0.286
N -0.17 1.08 -2.27 -0.278
N 0.98 1.01 -1.41 -0.185
H -1.66 -0.60 -0.59 0.040
H -0.34 -1.61 0.11 0.061
H -1.95 -2.24 -0.11 0.060
H -1.80 -2.18 -2.57 0.088
H -0.58 -3.17 -1.82 0.088
H 1.11 -1.38 -2.16 0.070
H 0.38 -1.98 -3.63 0.088
H 0.37 0.31 -4.11 0.085
H -1.26 -0.07 -3.57 0.087
H -1.04 1.20 -1.76 0.030
H 0.91 1.80 -0.77 -0.097
N -3.85 2.26 -1.94 0.016
C -4.73 2.87 -1.08 -0.152
C -5.71 1.96 -0.77 -0.122
C -5.41 0.76 -1.47 -0.111
C -4.25 0.98 -2.18 -0.142
H -3.03 2.70 -2.33 0.141
H -4.58 3.88 -0.76 0.096
H -6.54 2.13 -0.11 0.076
H -5.96 -0.16 -1.46 0.086
H -3.67 0.34 -2.82 0.100
N 3.91 -0.32 -0.83 0.034
C 4.88 -0.64 -1.72 -0.141
C 6.09 -0.56 -1.08 -0.135
C 5.82 -0.17 0.27 -0.156
C 4.46 -0.03 0.37 -0.148
H 2.90 -0.27 -1.02 0.088
H 4.64 -0.90 -2.74 0.104
H 7.06 -0.75 -1.51 0.081
H 6.54 0.00 1.06 0.082
H 3.83 0.24 1.20 0.094
N 7.56 2.78 -0.08 0.024
C 8.31 3.20 0.98 -0.154
C 8.95 4.35 0.62 -0.127
C 8.57 4.64 -0.72 -0.124
C 7.70 3.66 -1.11 -0.138
H 6.98 1.95 -0.09 0.101
H 8.32 2.64 1.90 0.101
H 9.62 4.92 1.24 0.081
H 8.88 5.48 -1.32 0.082
H 7.18 3.50 -2.04 0.107
N -1.29 -6.01 -5.28 0.005
C -1.31 -7.28 -4.79 -0.156
C -1.75 -7.23 -3.49 -0.116
C -2.01 -5.86 -3.19 -0.106
C -1.72 -5.14 -4.32 -0.131
H -1.01 -5.75 -6.21 0.144
H -1.01 -8.12 -5.40 0.084
H -1.87 -8.07 -2.83 0.083
H -2.37 -5.46 -2.26 0.093
H -1.78 -4.08 -4.51 0.106
N 1.97 3.19 3.09 0.012
C 2.99 2.87 2.22 -0.136
C 4.17 3.00 2.90 -0.106
C 3.86 3.41 4.22 -0.121
C 2.49 3.51 4.31 -0.149
H 1.00 3.18 2.86 0.128
H 2.78 2.58 1.21 0.106
H 5.15 2.82 2.49 0.083
H 4.56 3.60 5.02 0.077
H 1.85 3.79 5.13 0.094
N -7.75 4.96 0.87 0.005
C -7.22 5.88 0.02 -0.146
C -8.24 6.35 -0.77 -0.114
C -9.43 5.69 -0.37 -0.117
C -9.10 4.84 0.65 -0.147
H -7.24 4.45 1.56 0.142
H -6.17 6.12 0.04 0.103
H -8.14 7.09 -1.55 0.087
H -10.41 5.83 -0.78 0.086
H -9.70 4.16 1.23 0.102
N -0.46 1.12 2.77 0.003
C -1.36 1.50 1.81 -0.136
C -2.54 1.79 2.44 -0.108
C -2.34 1.60 3.84 -0.122
C -1.04 1.18 4.00 -0.155
H 0.48 0.84 2.58 0.135
H -1.08 1.51 0.77 0.088
H -3.45 2.12 1.95 0.078
H -3.06 1.75 4.62 0.081
H -0.49 0.93 4.89 0.102
N -1.65 -11.12 -5.04 0.008
C -1.64 -12.47 -4.84 -0.143
C -2.07 -13.07 -5.99 -0.118
C -2.35 -12.04 -6.93 -0.115
C -2.08 -10.84 -6.31 -0.146
H -1.39 -10.43 -4.36 0.132
H -1.33 -12.89 -3.90 0.104
H -2.18 -14.13 -6.15 0.086
H -2.71 -12.15 -7.94 0.087
H -2.16 -9.83 -6.66 0.096
N 3.77 4.11 9.04 0.002
C 3.06 4.39 10.18 -0.150
C 1.73 4.39 9.86 -0.117
C 1.63 4.10 8.47 -0.109
C 2.90 3.93 8.00 -0.130
H 4.77 4.05 8.98 0.143
H 3.56 4.57 11.12 0.101
H 0.92 4.58 10.54 0.086
H 0.73 4.02 7.89 0.089
H 3.27 3.69 7.01 0.080
```

max |F| = 0.026 hartree/bohr
DFT total energy = -2159.986086 a.u.
frontier orbital gap = 3.97 eV
E_HOMO = -1.890 eV
total charge = -1

[2]
This record from OMol25 describes a cluster of 10 separate species, C40H56N9O16 in total. The level of theory is ωB97M-V with the def2-TZVPD basis set.

Structure (XYZ):
```
121
Properties=species:S:1:pos:R:3:lowdin_charge:R:1
C -24.83 49.28 5.56 -0.809
O -24.48 49.66 4.38 -0.092
O -25.89 48.45 5.47 0.057
O -24.37 49.55 6.67 -0.033
H -26.11 48.32 4.61 0.009
C -28.93 45.66 2.39 -0.006
C -27.55 46.47 2.47 0.061
C -27.61 47.95 2.05 0.058
C -28.85 48.47 1.23 -0.096
C -29.95 47.46 0.95 0.042
C -29.94 46.17 1.62 -0.111
N -28.91 49.82 0.73 -0.317
O -27.91 50.58 0.80 0.042
O -30.05 50.25 0.33 0.014
H -29.16 44.74 2.84 0.079
H -26.64 46.38 2.80 -0.005
H -26.72 48.61 2.17 0.092
H -30.94 47.82 0.89 0.079
H -30.84 45.68 1.67 0.074
C -19.52 48.01 6.95 -0.124
C -18.44 48.15 8.02 -0.022
C -18.85 48.86 9.30 -0.033
C -20.20 49.37 9.50 -0.071
C -21.39 49.14 8.37 0.171
C -20.81 48.41 7.07 -0.082
N -20.59 50.11 10.75 -0.399
O -19.62 50.72 11.24 0.021
O -21.66 49.97 11.22 0.123
H -19.29 47.44 6.01 0.091
H -17.35 47.95 7.90 0.085
H -18.07 49.01 10.12 0.115
H -22.38 49.33 8.43 0.016
H -21.64 48.10 6.39 0.075
C -28.45 50.19 8.01 -0.007
C -29.97 50.61 7.78 0.015
C -30.29 52.00 7.28 0.048
C -29.10 52.99 6.94 -0.076
C -27.63 52.47 7.25 0.098
C -27.45 51.09 7.74 -0.079
N -29.34 54.22 6.25 -0.361
O -30.50 54.66 5.97 0.018
O -28.30 54.85 6.02 0.023
H -28.32 49.18 8.36 0.063
H -30.66 49.93 8.04 0.020
H -31.32 52.28 7.01 0.083
H -26.71 53.13 7.12 0.092
H -26.54 50.77 8.02 0.042
C -28.26 53.02 2.94 -0.047
C -27.64 51.88 3.87 0.044
C -28.52 50.68 4.16 0.023
C -29.97 50.67 3.74 -0.119
C -30.63 51.89 3.01 0.056
C -29.61 53.02 2.55 -0.076
N -30.77 49.42 3.94 -0.327
O -32.00 49.38 3.65 0.012
O -30.31 48.55 4.69 0.021
H -27.62 53.83 2.76 0.064
H -26.69 51.93 4.03 0.002
H -28.08 49.92 4.80 0.077
H -31.75 51.72 2.41 0.167
H -29.94 53.91 1.93 0.102
C -29.81 44.51 8.16 -0.254
O -30.22 44.01 7.05 -0.069
N -29.08 45.71 8.21 -0.161
C -28.90 46.51 9.43 -0.053
C -28.73 46.39 6.88 -0.024
H -29.93 43.92 9.02 0.106
H -27.77 46.80 9.54 0.144
H -29.46 46.24 10.20 0.025
H -29.55 47.32 9.18 0.064
H -27.91 47.15 6.98 0.084
H -29.61 46.99 6.30 0.120
H -28.48 45.75 6.15 0.007
C -19.88 49.43 1.56 -0.269
O -20.54 50.49 1.30 -0.027
N -20.20 48.52 2.55 -0.167
C -19.58 47.19 2.52 -0.026
C -21.22 48.82 3.47 -0.076
H -18.89 49.16 1.29 0.107
H -20.06 46.34 2.07 0.084
H -19.48 47.04 3.54 0.051
H -18.68 47.25 1.96 0.069
H -22.18 49.19 3.14 0.071
H -20.99 49.39 4.30 0.065
H -21.57 47.98 4.08 0.077
C -24.34 52.42 8.30 -0.406
O -24.67 52.49 9.55 -0.098
N -24.39 53.43 7.60 -0.136
C -24.04 53.30 6.08 0.060
C -24.89 54.76 8.00 -0.027
H -23.60 51.46 8.07 0.180
H -23.87 54.18 5.63 0.046
H -24.85 52.84 5.58 0.073
H -23.19 52.79 6.04 0.047
H -25.49 55.35 7.36 0.071
H -24.08 55.28 8.35 0.053
H -25.49 54.81 8.97 0.117
C -23.06 43.83 6.47 -0.315
O -23.25 42.68 6.89 -0.015
N -24.00 44.39 5.67 -0.131
C -23.67 45.68 5.09 -0.039
C -25.37 43.73 5.41 0.023
H -22.45 44.56 6.79 0.089
H -22.98 46.28 5.73 0.093
H -24.53 46.19 4.74 0.061
H -23.20 45.55 4.22 0.039
H -26.04 43.81 6.18 0.047
H -25.26 42.70 5.21 0.065
H -25.93 44.38 4.68 0.090
C -25.05 46.22 0.21 -0.352
O -24.30 45.66 1.02 -0.038
N -25.07 47.59 0.24 -0.146
C -25.80 48.43 -0.84 -0.049
C -24.09 48.47 1.09 0.006
H -25.44 45.77 -0.77 0.151
H -25.84 49.49 -0.79 0.055
H -26.85 48.11 -1.13 0.080
H -25.26 47.97 -1.72 0.087
H -24.12 49.43 0.72 0.050
H -22.99 48.08 0.95 0.121
H -24.24 48.63 2.10 0.016
```

energy relative to the best compared isomer or geometry (same formula, charge and spin) = 185.0 kJ/mol
max |F| = 0.229 hartree/bohr
DFT total energy = -3253.417182 a.u.
frontier orbital gap = 6.63 eV
E_HOMO = -6.336 eV
total charge = -1